(1)
Entry from the Open Molecules 2025 dataset: a molecular structure, C52H48N3O3P2Pt (ωB97M-V/def2-TZVPD).

Calculated values
Energy = -87137.555 eV
Gap between HOMO and LUMO = 6.7 eV
Net charge = +1
HOMO level = -10.284 eV
Energy above the lowest of the compared OMol25 structures with the same formula, charge and spin = 0.473 eV
LUMO = -0.131 Ha

Atoms and positions in Å:
H (1.971, 5.231, 1.409)
C (5.232, 2.898, 0.466)
H (4.601, -2.355, -1.672)
C (0.358, -2.532, -2.503)
H (-2.937, 0.706, -0.052)
H (5.797, -3.431, 2.664)
C (4.091, -0.005, 2.159)
C (-2.440, -3.039, 1.760)
H (-1.838, -0.727, 2.291)
H (1.825, 5.243, -0.352)
C (-1.683, -2.545, 0.575)
C (1.383, -0.625, -2.837)
C (1.422, 4.812, 0.566)
H (-3.479, -2.315, 4.900)
C (-2.127, 0.233, -2.876)
C (-0.675, 2.069, 3.088)
C (0.229, 4.949, -3.585)
C (-3.243, 0.175, -5.006)
C (4.648, -0.214, -1.576)
C (2.037, 0.482, -2.324)
C (0.652, -4.983, 1.155)
H (3.429, -3.335, 2.051)
H (-3.515, 0.664, -5.932)
C (-2.559, -1.068, -2.623)
H (0.537, 5.867, -4.069)
C (-3.535, -4.956, 2.761)
H (-0.199, -3.290, -1.984)
C (1.046, 0.084, 2.978)
H (0.313, 1.603, -4.040)
H (6.097, 3.433, 0.835)
H (3.116, -1.679, -1.008)
H (-3.874, -5.980, 2.694)
H (2.727, 1.068, -2.918)
C (3.982, -2.413, 2.170)
C (3.006, 1.525, -0.490)
H (-2.929, 2.408, -0.510)
C (1.043, -3.670, 0.957)
H (0.512, -2.486, 4.101)
Pt (0.285, -0.266, -0.225)
C (-2.661, -2.303, 2.934)
C (3.959, 3.361, 0.735)
P (1.580, -1.098, 1.655)
C (-1.634, 2.528, 2.148)
C (1.473, 3.288, 0.545)
O (-2.267, -1.025, 3.114)
C (0.561, -3.174, 3.269)
C (0.213, -5.392, 2.408)
H (-0.191, -4.804, 4.432)
C (4.203, -1.566, -1.032)
N (1.877, 0.810, -1.059)
C (-0.568, 2.586, -2.337)
H (5.735, -0.236, -1.650)
C (0.167, -4.491, 3.461)
C (0.998, -2.760, 2.015)
H (-0.103, -6.416, 2.561)
C (-0.875, 3.822, -1.771)
H (-1.396, 3.883, -0.825)
H (-4.260, -1.650, -5.487)
H (4.309, -0.116, -2.608)
H (7.098, -1.344, 2.949)
O (-1.521, -3.223, -0.416)
H (1.373, -3.347, -0.025)
H (5.986, 0.848, 2.641)
C (-1.441, 1.815, 0.985)
C (5.430, -0.070, 2.506)
C (3.360, -1.180, 1.984)
P (-1.185, 1.062, -1.588)
C (-2.891, -4.362, 1.698)
C (0.530, 3.723, -4.163)
H (4.594, -1.725, -0.030)
H (-2.703, -4.910, 0.784)
C (4.303, 1.032, -0.771)
C (-3.329, -1.742, -3.558)
H (1.114, 2.917, 1.507)
C (1.432, -1.313, -4.061)
H (-2.279, -1.576, -1.712)
C (2.829, 2.703, 0.254)
N (-0.368, 0.983, 1.176)
C (-3.744, -4.214, 3.923)
H (1.950, 0.519, 3.400)
H (6.388, 1.390, -0.502)
H (-3.654, -2.753, -3.350)
O (-1.184, -1.324, 0.734)
C (-3.316, -2.905, 4.008)
N (0.726, -1.406, -1.893)
H (0.573, -0.501, 3.771)
C (-0.481, 4.996, -2.396)
H (3.835, 4.268, 1.310)
C (0.786, -2.515, -3.846)
C (-2.289, 1.573, -0.227)
C (5.325, -2.469, 2.515)
H (0.779, 2.914, -0.197)
C (-2.481, 0.858, -4.073)
H (-0.726, 5.948, -1.945)
H (3.624, 0.967, 2.039)
H (0.679, -5.684, 0.331)
C (0.073, 1.094, 2.463)
C (-3.665, -1.123, -4.753)
H (-2.187, 1.878, -4.276)
H (-0.590, 2.372, 4.119)
H (-2.421, 3.242, 2.334)
H (-4.252, -4.662, 4.767)
H (0.640, -3.313, -4.555)
C (5.391, 1.752, -0.289)
C (0.126, 2.549, -3.550)
H (1.065, 3.680, -5.103)
H (1.903, -0.970, -4.968)
H (0.387, 5.140, 0.673)
C (6.051, -1.300, 2.678)



(2)
Entry from the Open Molecules 2025 dataset: C3H4NO2P in the gas phase in a non-equilibrium geometry (ωB97M-V/def2-TZVPD).

Calculated values
Energy = -18045.659 eV
Gap between HOMO and LUMO = 8.8 eV
SMILES = O=C1C=CONP1
HOMO level = -8.539 eV
Energy above the lowest of the compared OMol25 structures with the same formula, charge and spin = 2.638 eV
LUMO = 0.010 Ha

Atoms and positions in Å:
P (-0.212, -0.729, -1.809)
H (1.306, 0.929, 1.691)
O (-1.541, 1.625, -1.758)
C (0.618, 0.526, 0.819)
N (0.135, -1.481, -0.165)
H (0.522, -2.445, -0.172)
O (1.033, -0.667, 0.565)
C (-0.812, 1.037, -0.992)
C (-0.167, 1.409, 0.216)
H (-0.300, 2.491, 0.593)
H (-1.565, -0.925, -2.190)



(3)
Entry from the Open Molecules 2025 dataset: 2 unconnected molecules or ions with the total composition CN4O in a non-equilibrium geometry (ωB97M-V/def2-TZVPD).

Calculated values
Energy = -9039.835 eV
Gap between HOMO and LUMO = 7.9 eV
HOMO level = -10.786 eV
Energy above the lowest of the compared OMol25 structures with the same formula, charge and spin = 1.743 eV
LUMO = -0.105 Ha

Atoms and positions in Å:
N (-0.594, 0.736, 0.006)
N (-1.624, 0.129, 0.026)
O (2.618, 0.327, -0.238)
C (1.595, -0.169, -0.009)
N (-2.632, -0.299, -0.178)
N (0.636, -0.725, 0.393)



(4)
Entry from the Open Molecules 2025 dataset: a gas-phase ion, C7H16NO2S (charge +1) (ωB97M-V/def2-TZVPD).

Calculated values
Energy = -23930.902 eV
Gap between HOMO and LUMO = 10.6 eV
SMILES = CCCOC[N@H+]1CO[C@H](S)C1
Net charge = +1
HOMO level = -13.277 eV
Energy above the lowest of the compared OMol25 structures with the same formula, charge and spin = 0.120 eV
LUMO = -0.097 Ha

Atoms and positions in Å:
C (2.053, 1.271, -0.114)
H (4.071, -0.123, 1.015)
C (3.694, -0.655, 0.142)
C (-3.016, -1.232, -0.079)
H (2.029, 1.061, 0.958)
H (-2.406, 0.292, -1.536)
S (-2.696, -2.466, -1.352)
C (2.975, 0.284, -0.829)
H (2.380, 2.297, -0.273)
C (-2.532, 0.197, -0.464)
O (-2.160, -1.638, 1.014)
H (3.695, 0.832, -1.433)
H (-2.335, 0.146, 1.980)
H (-3.156, 0.968, -0.018)
H (-0.669, -0.519, -0.302)
H (3.020, -1.442, 0.484)
H (-0.928, 2.260, -0.143)
C (-0.324, 1.425, 0.211)
N (-1.202, 0.195, 0.212)
H (-0.006, 1.618, 1.237)
H (-4.047, -1.248, 0.262)
H (-0.737, -0.645, 2.165)
H (4.528, -1.151, -0.351)
C (-1.575, -0.475, 1.496)
H (2.348, -0.304, -1.500)
H (-3.712, -2.100, -2.139)
O (0.708, 1.154, -0.641)



(5)
Entry from the Open Molecules 2025 dataset: C18H21NOS in the gas phase in a non-equilibrium geometry (ωB97M-V/def2-TZVPD).

Calculated values
Energy = -33379.131 eV
Gap between HOMO and LUMO = 9.2 eV
SMILES = CNC[C@]1(O)Cc2ccccc2[C@H]1Sc1ccccc1C
HOMO level = -8.414 eV
Energy above the lowest of the compared OMol25 structures with the same formula, charge and spin = 1.713 eV
LUMO = 0.028 Ha

Atoms and positions in Å:
H (3.202, 2.163, 2.264)
H (-0.236, -1.048, 3.077)
H (0.555, -2.441, 2.329)
H (0.154, 5.125, 1.334)
H (-0.094, -1.703, -4.720)
C (2.184, 2.407, 1.897)
C (-2.141, -1.386, -2.876)
H (-1.495, 3.290, 0.896)
C (0.483, 4.072, 1.408)
H (1.948, -0.446, 2.426)
H (-3.027, -0.713, -3.090)
C (-0.192, -1.653, 2.178)
H (2.347, -0.253, 0.697)
C (1.270, -0.166, -4.037)
H (-2.186, -2.206, -3.592)
H (-1.170, -3.406, 3.728)
C (-0.448, 3.062, 1.119)
H (2.562, 4.476, 2.097)
H (-2.247, -1.862, -1.872)
C (-1.631, -3.538, 2.754)
H (-1.088, -4.308, 2.228)
C (1.548, -0.088, 1.448)
H (-1.517, 0.383, 1.733)
H (2.429, 1.433, -3.213)
H (0.729, 1.944, -1.434)
O (0.362, -1.464, -0.192)
C (-0.587, 0.359, -2.050)
C (-0.026, 1.734, 1.123)
C (0.088, -0.893, -4.003)
C (0.196, -0.701, 1.010)
H (-2.715, -3.741, 2.927)
N (-1.519, -2.299, 2.006)
H (1.931, -0.388, -4.876)
C (1.288, 1.401, 1.507)
S (-1.761, 0.568, -0.691)
C (1.499, 0.851, -3.157)
H (0.343, -0.866, -0.977)
C (0.569, 1.146, -2.138)
C (-0.819, 0.482, 0.885)
H (-1.747, -2.410, 0.990)
C (-0.840, -0.658, -2.985)
C (1.801, 3.742, 1.839)



(6)
Entry from the Open Molecules 2025 dataset: a gas-phase ion, C7H12N (charge +1) in a non-equilibrium geometry (ωB97M-V/def2-TZVPD).

Calculated values
Energy = -8930.067 eV
Spin multiplicity = 3
Gap between HOMO and LUMO (spin up / spin down) = 7.4 / 7.1 eV
Net charge = +1
HOMO level (spin up / spin down) = -10.219 / -14.085 eV
Energy above the lowest of the compared OMol25 structures with the same formula, charge and spin = 2.916 eV
LUMO (spin up / spin down) = -0.105 / -0.255 Ha

Atoms and positions in Å:
C (1.673, -1.621, -0.027)
H (2.767, 0.838, 0.381)
H (-1.405, -2.318, 0.270)
H (-3.280, 1.082, 0.404)
N (0.560, 0.417, 0.497)
H (-1.100, 1.768, 0.604)
H (1.772, -2.772, -0.226)
H (-0.821, -1.717, -1.295)
H (-0.394, 1.343, -1.140)
H (-3.803, -0.648, 0.232)
C (-2.909, 0.035, 0.234)
C (-1.694, -0.139, -0.158)
C (-0.664, 1.047, -0.062)
H (2.551, -1.009, -0.122)
C (0.526, -0.998, 0.075)
C (-0.934, -1.400, -0.241)
H (1.802, 1.138, -0.977)
H (1.831, 2.284, 0.197)
C (1.823, 1.233, 0.036)
H (0.438, 0.538, 1.448)



(7)
Entry from the Open Molecules 2025 dataset: a molecular structure, C37H32BrFeNO2PSSi (ωB97M-V/def2-TZVPD).

Calculated values
Energy = -176908.244 eV
Spin multiplicity = 2
Gap between HOMO and LUMO (spin up / spin down) = 8.3 / 7.9 eV
HOMO level (spin up / spin down) = -7.745 / -7.666 eV
Energy above the lowest of the compared OMol25 structures with the same formula, charge and spin = 0.000 eV
LUMO (spin up / spin down) = 0.019 / 0.009 Ha

Atoms and positions in Å:
H (-4.672, 6.352, 0.517)
C (-2.518, -4.388, -0.364)
C (-1.175, 0.665, -3.229)
H (2.505, -2.304, -5.765)
C (4.444, -0.355, -2.837)
Fe (-0.437, -0.064, -0.296)
O (-0.309, 2.033, -0.277)
C (3.190, -2.220, -4.918)
H (5.407, -1.406, 2.947)
H (-1.409, -2.013, -2.491)
H (2.850, -2.913, -4.145)
H (4.809, 0.484, -5.914)
H (-2.155, -4.384, 4.230)
C (3.451, -2.281, 2.933)
H (-2.563, -4.162, -2.474)
H (5.457, -0.502, -3.223)
C (-0.705, 0.828, -4.515)
C (-0.418, 1.678, 5.369)
H (-4.041, 2.119, 0.618)
C (-2.362, 3.279, 0.018)
H (4.404, 0.621, -2.349)
H (1.105, 0.507, 4.424)
C (0.619, 0.484, -4.775)
H (-3.041, -5.337, -0.363)
C (-2.352, -4.455, 2.111)
C (3.905, 0.009, 2.360)
H (0.993, 0.604, -5.786)
C (-1.945, -3.892, 3.289)
C (-3.684, 3.124, 0.441)
C (0.093, 0.882, 4.352)
C (-4.518, 4.211, 0.624)
C (-0.988, -2.043, 2.091)
H (4.607, 0.819, 2.215)
H (-0.929, -2.218, 4.215)
C (-1.997, 1.053, 3.174)
C (-1.419, -2.586, 0.851)
S (1.608, -0.645, -1.000)
C (-2.103, -3.825, 0.867)
H (-1.350, 1.211, -5.292)
H (-3.515, 2.225, 4.120)
H (-2.614, 0.801, 2.319)
H (-2.352, 6.656, -0.261)
C (-1.550, 2.032, -0.108)
C (-0.691, 0.568, 3.244)
C (-1.897, 4.570, -0.236)
C (-1.582, -2.484, -1.532)
N (-0.389, 0.182, -2.274)
C (3.784, 0.708, -5.611)
O (-2.151, 0.908, -0.014)
H (-5.537, 4.064, 0.955)
H (4.255, -1.112, -2.077)
C (-1.166, -1.881, -0.373)
H (0.199, 1.917, 6.226)
H (3.757, 1.741, -5.259)
C (-2.252, -3.732, -1.529)
H (3.158, 0.640, -6.502)
C (2.097, -2.076, 2.701)
C (1.643, -0.823, 2.306)
C (1.473, 0.006, -3.784)
H (3.799, -3.259, 3.238)
H (2.211, 1.182, 1.771)
C (-1.714, 2.165, 5.287)
C (4.353, -1.241, 2.768)
C (-1.250, -2.666, 3.281)
H (4.178, -2.545, -5.251)
H (-2.194, 0.898, -2.941)
C (-4.035, 5.488, 0.378)
Br (-0.157, 4.955, -0.868)
C (0.900, -0.121, -2.512)
H (1.398, -2.893, 2.825)
C (-2.733, 5.665, -0.056)
H (-2.880, -5.402, 2.114)
C (-2.502, 1.848, 4.189)
Si (3.242, -0.470, -4.258)
P (-0.088, -0.495, 1.892)
H (-2.110, 2.789, 6.078)
C (2.557, 0.215, 2.119)



(8)
Entry from the Open Molecules 2025 dataset: a molecular structure, C24H30N6OS in a non-equilibrium geometry (ωB97M-V/def2-TZVPD).

Calculated values
Energy = -47177.148 eV
Gap between HOMO and LUMO = 7.8 eV
HOMO level = -7.440 eV
Energy above the lowest of the compared OMol25 structures with the same formula, charge and spin = 21.372 eV
LUMO = 0.013 Ha

Atoms and positions in Å:
H (2.493, -2.478, -1.701)
N (-3.941, 1.150, -1.115)
H (1.216, -1.555, 2.172)
C (4.960, 0.390, 0.414)
N (-5.561, -0.122, 0.065)
H (3.130, -3.034, 1.856)
H (2.396, -3.789, 0.182)
H (-1.074, 3.463, -1.670)
H (4.697, -0.329, -1.267)
H (-1.036, 3.208, 2.262)
C (-5.898, -0.813, 1.234)
H (-1.643, -2.316, 1.440)
H (6.215, -0.690, -0.695)
C (-1.194, -2.037, 0.481)
H (1.276, 3.773, 1.482)
H (4.977, -2.224, 0.956)
O (3.629, 2.795, -0.403)
H (1.603, 3.427, -1.527)
C (1.403, 1.749, 0.084)
C (3.108, 1.890, 0.042)
C (-1.307, -0.997, -1.810)
H (3.026, 0.012, 0.876)
C (0.297, -2.165, 0.297)
H (-1.860, -0.694, -2.663)
H (0.534, -3.227, 2.039)
H (1.133, 0.831, 0.274)
H (0.683, 1.688, -1.978)
H (1.426, 2.163, 2.178)
H (-8.145, -1.526, -0.998)
C (-7.100, -1.310, 0.905)
C (-6.286, -0.512, -0.900)
H (0.523, -0.910, -2.875)
C (2.287, -1.405, -1.103)
C (0.071, -1.264, -2.077)
C (-2.343, 1.992, -0.061)
H (5.409, 1.459, 0.128)
N (3.107, -1.807, 0.120)
N (-1.200, 2.618, 0.484)
C (-1.926, -1.581, -0.816)
C (4.455, -1.839, -0.161)
N (3.688, 0.962, 0.676)
N (-3.011, 2.055, -1.145)
H (2.714, -0.521, -1.641)
H (-5.246, -0.496, 2.055)
H (-2.994, -1.431, -0.844)
C (-0.433, 3.295, -0.988)
H (4.765, -2.519, -0.873)
C (5.109, -0.626, -0.416)
H (-7.676, -1.878, 1.747)
C (2.615, -2.762, 0.821)
C (-4.498, 0.772, 0.082)
S (-3.198, 1.091, 1.113)
H (-6.107, -0.177, -1.900)
H (-0.710, 1.380, 1.999)
C (0.749, -1.454, -1.032)
C (-0.365, 2.522, 1.404)
C (-7.169, -1.263, -0.401)
H (5.353, 0.296, 1.562)
H (-0.085, 4.283, -0.161)
C (1.077, 2.557, 1.475)
C (1.086, -2.529, 1.462)
C (0.795, 2.464, -1.144)